(1)
The molecule C4H7O2 at a distorted geometry. Source: the OMol25 dataset; level of theory: ωB97M-V/def2-TZVPD.

The geometry in ORCA input format:
```
! RIJCOSX wB97M-V def2-TZVPD def2/J DEFGRID3
* xyz 0 2
O -1.31382 1.42696 -1.68430
H -1.39660 -0.82981 0.62143
C 1.67189 -0.52007 0.14869
H -0.83067 -1.11654 -0.93662
C -1.78086 0.77001 -0.71839
H 1.49825 -1.54439 0.54647
H 2.03710 -0.44227 -0.95142
H 2.60775 -0.20109 0.65559
H 0.52381 1.32837 0.48073
C -0.85308 -0.33375 -0.18411
H 0.25618 0.20231 1.64227
O -2.84220 1.02214 -0.11904
C 0.42224 0.23815 0.49870
*
```

Computed properties:
Maximum force   4.23 eV/Å
Highest occupied orbital energy (spin up / spin down)   -10.56 / -10.30 eV
Energy above the lowest of the compared OMol25 structures with the same formula, charge and spin   115.6 kJ/mol
⟨S²⟩   0.7546

Atom charges from the Löwdin analysis, given in e for atoms 1 to 2: number 1, O, carries 0.28; number 2, H, carries 0.12

(2)
A structure of composition C24H35ClNO4P2Ru at a distorted geometry. Source: the OMol25 dataset; level of theory: ωB97M-V/def2-TZVPD.

The geometry in ORCA input format:
```
! RIJCOSX wB97M-V def2-TZVPD def2/J DEFGRID3
* xyz 3 5
C 1.53778 0.21231 -0.75816
C -1.95202 0.06791 2.22474
H -2.60252 2.47681 -1.80536
C 3.57078 1.26181 3.63464
H 1.30678 2.12231 4.44284
C 1.33668 0.00171 3.83634
C -2.90092 -0.29789 4.45474
C -1.52352 -2.93919 -0.91766
H -1.05952 -2.16219 4.56604
H -0.04272 -1.08929 -8.50926
C 1.06088 3.43621 -1.21006
H 2.04578 3.18451 -1.61266
O -1.26812 0.25961 -0.11696
H 3.16948 2.05741 2.97334
H -1.58362 -2.63109 0.12954
O 2.51588 0.30101 -0.12156
Ru 0.01598 0.07481 -1.74816
H 1.33548 -2.73539 0.29474
C -3.09592 0.84591 1.92634
H -0.16742 1.55561 3.63864
H 3.13868 -3.26319 2.68624
C 0.05288 -3.03629 -3.31476
C 0.40308 -0.10319 -8.35026
H -4.97232 1.64791 2.60994
C 0.14528 0.33531 -6.93816
H -0.40262 4.00111 -3.81016
H 0.20208 1.04891 5.33694
C 2.72538 0.01381 3.52394
C 0.61778 -1.22569 3.73174
H 0.99848 -2.78569 -3.80286
H -3.23022 1.29291 0.94984
H 0.75498 2.69221 -4.19326
H 4.40518 -1.17429 2.83874
H 4.62618 1.07541 3.33984
H 0.75548 -3.32829 3.26574
Cl -1.65072 0.40501 -6.58396
C -0.21152 2.92481 -3.73846
C 1.29378 -2.39189 3.34894
H -0.08422 0.59241 -9.03946
C -1.84402 -0.49979 3.54864
H -1.88312 4.10051 -1.55326
C -1.78382 3.03081 -1.33886
O 0.10208 -0.83979 1.26434
H 2.30688 -2.79819 -1.18516
H 1.07488 3.25111 -0.13256
C -0.98842 -0.15849 1.10024
C -4.01112 0.47411 4.12504
H -2.85692 -0.74049 5.44264
N -0.77792 -1.34389 4.00534
H -2.38332 -2.52789 -1.45276
C 1.34458 -3.07329 -0.74516
H -0.98962 2.36901 -4.26796
C -4.10442 1.05221 2.86624
H 0.85178 4.49511 -1.39476
H -0.76722 -2.63179 -3.91366
C 0.63498 1.24961 4.33304
H -1.52892 -4.03289 -0.98056
C 2.64208 -2.36049 3.01594
H 3.57888 1.61441 4.68804
O 0.93498 0.61861 -6.09646
H 1.47928 -0.13329 -8.52956
H -0.04212 -4.12459 -3.23286
P -0.00382 -2.24149 -1.66536
H 1.22818 -4.16149 -0.77526
C 3.35338 -1.16809 3.09794
H -1.82242 2.86761 -0.25856
H -4.80552 0.61961 4.84594
P -0.20602 2.36891 -1.99296
*
```

Computed properties:
Maximum force   4.57 eV/Å
Highest occupied orbital energy (spin up / spin down)   -16.67 / -16.68 eV
⟨S²⟩   6.0606

Atom charges from the Löwdin analysis, given in e for atoms 1 to 2: number 1, C, carries -0.34; number 2, C, carries -0.03

(3)
The ion C7H18O3PS with charge +1. Source: the OMol25 dataset; level of theory: ωB97M-V/def2-TZVPD.

The geometry in ORCA input format:
```
! RIJCOSX wB97M-V def2-TZVPD def2/J DEFGRID3
* xyz 1 1
C -2.44339 -1.85493 -0.27266
H 0.36139 -2.20074 -2.68497
H 1.93520 -3.19332 -0.70975
O 2.18952 -0.16934 0.99746
H -3.48882 -2.07889 -0.47212
O 0.60770 1.53104 1.05521
H -2.26789 -0.82733 -0.59283
H -0.31392 1.23597 -0.76350
H 0.39920 4.52470 0.68941
C -0.81615 3.16762 -0.00348
H 1.03825 2.39503 -0.78638
H 0.61486 -2.22488 0.78026
C 2.29328 -0.58863 -0.32848
H 2.57118 1.82018 0.57465
H 2.19123 1.37210 2.26958
H -0.36528 -0.84096 -1.80780
H -3.00540 -1.81074 1.80832
O -0.42664 4.12186 0.95323
H -1.34401 -1.33940 1.54085
C -0.08841 -1.89542 -1.73977
C 1.93219 1.21361 1.22727
S -1.52502 -2.92500 -1.41717
H 3.31144 -0.89495 -0.58015
C -2.12080 -2.03171 1.21287
H -1.82148 -3.05529 1.42802
C 0.18407 2.03509 -0.19964
H 1.95764 0.15465 -1.05772
H -0.97403 3.63518 -0.98226
P 1.18645 -2.04630 -0.46992
H -1.77239 2.77079 0.33148
*
```

Computed properties:
Maximum force   0.38 eV/Å
Highest occupied orbital energy   -12.88 eV
Energy above the lowest of the compared OMol25 structures with the same formula, charge and spin   171.0 kJ/mol

Atom charges from the Löwdin analysis, given in e for atoms 1 to 2: number 1, C, carries -0.52; number 2, H, carries 0.06

(4)
The molecule C3H3ClOS. Source: the OMol25 dataset; level of theory: ωB97M-V/def2-TZVPD.

The geometry in ORCA input format:
```
! RIJCOSX wB97M-V def2-TZVPD def2/J DEFGRID3
* xyz 0 1
Cl -2.92601 -0.44944 -0.00525
H -0.95357 -1.77618 0.02586
S 1.83116 -1.48680 -0.00498
C -0.33584 0.23728 -0.00555
C -1.24202 -0.73795 -0.00721
H 1.33644 1.88818 -0.02014
C 1.12334 -0.01271 -0.00460
H -0.71313 1.25439 0.02478
O 1.87963 1.08323 -0.00291
*
```

Computed properties:
Maximum force   0.74 eV/Å
Highest occupied orbital energy   -8.98 eV
Energy above the lowest of the compared OMol25 structures with the same formula, charge and spin   32.3 kJ/mol
Structure (SMILES)   OC(=S)/C=C/Cl

Atom charges from the Löwdin analysis, given in e for atoms 1 to 2: number 1, Cl, carries 0.65; number 2, H, carries 0.05

(5)
The molecule CHN3O at a distorted geometry. Source: the OMol25 dataset; level of theory: ωB97M-V/def2-TZVPD.

The geometry in ORCA input format:
```
! RIJCOSX wB97M-V def2-TZVPD def2/J DEFGRID3
* xyz 0 1
N 1.02850 -0.63081 -0.04068
O -0.50033 0.89295 -0.06195
H 1.49993 1.44210 0.38436
N -1.14861 -0.13542 0.05016
C 0.81121 0.67425 -0.01920
N -0.21769 -1.03822 0.02286
*
```

Computed properties:
Maximum force   9.68 eV/Å
Highest occupied orbital energy   -11.09 eV
Energy above the lowest of the compared OMol25 structures with the same formula, charge and spin   442.2 kJ/mol
Structure (SMILES)   c1nnno1

Atom charges from the Löwdin analysis, given in e for atoms 1 to 2: number 1, N, carries 0.07; number 2, O, carries -0.03

(6)
The molecule CH4N2O2S at a distorted geometry. Source: the OMol25 dataset; level of theory: ωB97M-V/def2-TZVPD.

The geometry in ORCA input format:
```
! RIJCOSX wB97M-V def2-TZVPD def2/J DEFGRID3
* xyz 0 1
H 1.34426 0.48234 -2.15712
C 0.41706 -0.40180 -0.43896
N -0.84168 -0.45785 0.02962
H -0.31098 0.43185 -2.17992
N 0.47213 0.30338 -1.66788
O -1.26452 -0.19532 1.56764
O 1.39333 -0.93161 0.05747
S -0.32597 0.72332 2.50347
H -1.36455 0.35990 -0.51728
H 0.48091 -0.31421 2.80296
*
```

Computed properties:
Maximum force   5.62 eV/Å
Highest occupied orbital energy   -9.66 eV
Energy above the lowest of the compared OMol25 structures with the same formula, charge and spin   260.5 kJ/mol
Structure (SMILES)   NC(=O)NOS

Atom charges from the Löwdin analysis, given in e for atoms 1 to 2: number 1, H, carries 0.11; number 2, C, carries -0.66

Please write out number 4 again, unchanged.
The molecule C3H3ClOS. Source: the OMol25 dataset; level of theory: ωB97M-V/def2-TZVPD.

The geometry in ORCA input format:
```
! RIJCOSX wB97M-V def2-TZVPD def2/J DEFGRID3
* xyz 0 1
Cl -2.92601 -0.44944 -0.00525
H -0.95357 -1.77618 0.02586
S 1.83116 -1.48680 -0.00498
C -0.33584 0.23728 -0.00555
C -1.24202 -0.73795 -0.00721
H 1.33644 1.88818 -0.02014
C 1.12334 -0.01271 -0.00460
H -0.71313 1.25439 0.02478
O 1.87963 1.08323 -0.00291
*
```

Computed properties:
Maximum force   0.74 eV/Å
Highest occupied orbital energy   -8.98 eV
Energy above the lowest of the compared OMol25 structures with the same formula, charge and spin   32.3 kJ/mol
Structure (SMILES)   OC(=S)/C=C/Cl

Atom charges from the Löwdin analysis, given in e for atoms 1 to 2: number 1, Cl, carries 0.65; number 2, H, carries 0.05

Which of these has the lowest maximum force? C7H18O3PS

Which value of maximum force does entry 4 give? 0.74 eV/Å

What is the maximum force in the fourth record? 0.74 eV/Å